11
Properties=species:S:1:pos:R:3 method="wB97M-V/def2-TZVPD" homo_lumo_gap_ha=0.4220 smiles="C=N.O.O" energy_ha=-247.4979
C 1.706 -0.046 0.519
N 0.530 -0.069 0.944
H 1.936 -0.213 -0.536
H 2.629 0.140 1.083
H 0.440 0.127 1.939
O -2.531 -0.045 0.525
H -1.719 0.318 0.877
H -2.687 -0.961 0.774
O 0.121 0.031 -2.295
H -0.244 -0.221 -1.425
H -0.181 0.939 -2.406

---

11
Properties=species:S:1:pos:R:3 method="wB97M-V/def2-TZVPD" homo_lumo_gap_ha="0.4388 / 0.2235" total_charge=+1 energy_ha=-247.1591 spin_multiplicity=2
N -1.184 -0.137 -0.096
C -0.354 -1.000 -0.860
O 0.806 -1.384 -0.253
H -1.029 0.863 -0.024
H -2.187 -0.345 -0.123
H -0.965 -1.865 -1.158
H -0.129 -0.453 -1.813
H 0.809 -1.103 0.674
H 0.821 1.359 1.489
H 1.811 2.487 1.199
O 1.601 1.577 0.966

---

13
Properties=species:S:1:pos:R:3 method="wB97M-V/def2-TZVPD" homo_lumo_gap_ha=0.4061 smiles="NC(=O)O.O.O" energy_ha=-398.0167
N 0.533 2.119 0.381
C -0.670 1.927 -0.152
O -1.359 2.625 -0.889
O -0.828 0.514 -0.270
H 0.957 3.073 0.207
H 1.224 1.469 0.413
H -1.687 0.440 0.149
O 1.221 -1.420 1.151
H 1.495 -2.098 1.809
H 0.798 -1.959 0.449
O -0.278 -2.427 -1.173
H -1.075 -2.829 -0.785
H -0.331 -1.436 -1.288